ORCA calculation (wB97M-V/def2-TZVPD) on a single C26H30ClO5PS molecule.

Results
Molar mass ... 521.015 g/mol
LUMO level ... -0.97 eV
F_max ... 1.78 eV Å⁻¹

XYZ file:
```
64
Properties=species:S:1:pos:R:3:nbo_charge:R:1
H -4.3430 0.7295 2.2249 0.20
H 4.6738 0.6146 -2.6034 0.26
C 3.6041 0.7034 -2.7338 -0.51
H -3.0298 -1.3616 -0.0917 0.24
H 0.8784 -4.1847 2.8094 0.20
C -2.4130 0.8299 -4.0559 -0.18
O 1.4989 -0.9448 -3.9876 -0.50
C 1.0602 -2.0830 2.5647 -0.06
H -4.9513 0.7602 0.0813 0.21
C -2.6401 -0.2807 -1.8928 0.04
H -3.4377 1.4926 -0.3497 0.21
Cl 3.1175 0.1925 2.5219 0.04
C -1.1226 -3.0554 4.5371 -0.62
H -3.3318 3.1689 1.5991 0.20
H 2.2745 3.8365 -2.2627 0.20
C -1.2781 -0.5865 -1.9380 -0.08
C 1.5815 -0.3108 -1.6702 -0.05
S 6.3049 0.0228 0.5858 -0.55
H -2.1870 1.2480 3.1119 0.20
C -0.5143 -0.1841 -3.0406 -0.13
H 3.7901 2.5763 1.3727 0.50
H -4.2196 0.7119 -2.9505 0.22
O -0.9853 -2.2490 -0.2638 -0.50
H -2.8344 1.3902 -4.8772 0.22
C -1.0596 0.5107 -4.1039 -0.18
H -0.1345 -2.8484 4.9430 0.20
H -1.6930 -2.6123 2.4894 0.21
P 4.9407 1.2837 0.1424 1.81
H -1.5614 -3.8887 5.0782 0.21
C -2.3172 2.7722 1.6181 -0.62
H -1.3364 0.8457 1.6563 0.20
O 0.5384 -1.0101 1.7518 -0.53
H -3.2474 -0.5695 1.8060 0.20
H -4.4210 -1.1367 -1.1001 0.22
C 1.3151 -0.5983 0.7234 0.37
H 1.1879 2.4130 -2.6229 0.20
H -1.5692 -4.3341 2.8768 0.21
C -3.1740 0.4312 -2.9690 -0.20
C -3.8720 0.6134 0.1220 -0.41
C 2.5627 0.0044 0.8845 -0.07
C 3.2673 2.1455 -3.1095 -0.15
C -3.5261 -0.6405 -0.7290 -0.44
H 2.1100 -2.2469 2.3308 0.19
C 0.9414 -0.5173 -3.0114 0.55
C 0.8204 -0.7248 -0.5761 -0.17
H -1.7441 3.3980 2.2995 0.21
C 3.3325 0.4676 -0.1975 -0.44
C 2.8384 0.2819 -1.5047 0.05
C -2.2598 1.2949 2.0232 -0.40
H -1.7313 -2.1730 4.7231 0.21
H 1.0300 -1.7860 3.6112 0.19
H 3.3483 0.0728 -3.5830 0.27
H -0.4420 0.7953 -4.9431 0.23
H 3.8861 2.6612 -3.8399 0.22
O 4.7332 2.3528 1.3387 -0.96
O 5.3582 2.1994 -1.0984 -0.97
C 0.2845 -3.3702 2.3878 -0.43
H 0.1839 -3.5746 1.3236 0.23
C -3.4809 0.4779 1.6084 -0.39
C -0.5493 -1.2976 -0.8480 0.56
C -1.1066 -3.3611 3.0202 -0.40
H -1.8748 2.8879 0.6291 0.20
C 2.1969 2.8160 -2.6248 -0.45
H 4.7290 2.9275 -1.2172 0.51
```